Entry one
H2ORb | ωB97M-V/def2-TZVPD

XYZ file:
```
4
H2ORb (ωB97M-V/def2-TZVPD)
Rb 9.776 6.219 27.541
O 10.272 8.925 28.363
H 9.897 9.289 29.165
H 10.451 9.689 27.814
```

Values from the calculation:
**Total charge**: +1
**HOMO**: -0.60307 hartree
**HOMO-LUMO gap**: 12.33 eV
**E_LUMO**: -0.150 hartree

Mulliken atomic charge list, values in e, 2 entries:
1 Rb 0.9707
2 O -0.5990

---

Entry two
H2ORb | ωB97M-V/def2-TZVPD

XYZ file:
```
4
H2ORb (ωB97M-V/def2-TZVPD)
Rb -0.200 -2.284 -0.465
O 0.027 0.511 0.451
H 0.790 0.598 -0.141
H -0.617 1.175 0.155
```

Values from the calculation:
**Total charge**: +1
**HOMO**: -0.60393 hartree
**HOMO-LUMO gap**: 12.17 eV
**E_LUMO**: -0.157 hartree

Mulliken atomic charge list, values in e, 2 entries:
1 Rb 0.9891
2 O -0.6861

---

Stability comparison, relative energies in hartree: entry one 0.0000; entry two 0.0081

---

Entry one
C9H13NO3 | ωB97M-V/def2-TZVPD

XYZ file:
```
26
C9H13NO3 (ωB97M-V/def2-TZVPD)
C 3.574 0.782 -1.250
C 2.459 -0.010 -0.513
O 2.817 -1.254 -0.074
C 1.973 0.955 0.612
C 0.730 1.314 0.703
O -0.391 1.568 0.917
H 3.307 1.798 -1.228
H 3.733 0.340 -2.170
H 4.586 0.693 -0.739
H 1.704 -0.164 -1.248
H 3.615 -1.237 0.539
H 2.725 1.401 1.274
C -0.924 -1.449 1.543
C -1.667 -0.705 0.479
N -1.465 -0.808 -0.752
C -2.408 -0.122 -1.541
C -3.520 0.218 -0.581
O -4.480 0.871 -0.832
C -2.897 0.073 0.853
H -1.543 -2.266 1.817
H -0.846 -0.892 2.479
H -0.004 -1.637 1.238
H -2.778 -0.812 -2.445
H -1.904 0.892 -1.876
H -2.850 1.013 1.308
H -3.545 -0.561 1.487
```

Values from the calculation:
**Total charge**: 0
**HOMO**: -0.32542 hartree
**HOMO-LUMO gap**: 9.42 eV
**E_LUMO**: 0.021 hartree
**SMILES**: C[C@@H](O)C=C=O.CC1=NCC(=O)C1

Mulliken atomic charge list, values in e, 2 entries:
1 C -1.4486
2 C 0.4155

---

Entry two
C9H13NO3 | ωB97M-V/def2-TZVPD

XYZ file:
```
26
C9H13NO3 (ωB97M-V/def2-TZVPD)
C 2.886 -2.281 0.269
C 1.846 -1.502 0.655
C 0.481 -1.784 0.139
C -0.671 -1.133 0.316
C -0.903 -0.117 1.328
C -1.391 1.258 0.882
C -0.366 2.160 0.266
C -0.312 2.109 -1.228
C 0.568 0.957 -1.689
O 1.733 0.820 -1.370
N -1.849 -1.562 -0.450
O -2.880 -1.472 0.133
O -1.661 -2.070 -1.536
H 2.692 -3.331 -0.122
H 3.911 -2.238 0.694
H 1.936 -0.528 1.050
H 0.534 -2.665 -0.600
H 0.080 0.085 2.008
H -1.517 -0.398 2.114
H -1.824 1.818 1.781
H -2.293 1.231 0.147
H -0.470 3.241 0.436
H 0.589 1.858 0.635
H -1.349 2.113 -1.623
H 0.203 2.944 -1.660
H 0.027 0.486 -2.575
```

Values from the calculation:
**Total charge**: 0
**HOMO**: -0.34688 hartree
**HOMO-LUMO gap**: 8.95 eV
**E_LUMO**: -0.018 hartree
**SMILES**: C=C/C=C(\CCCCC=O)[N+](=O)[O-]

Mulliken atomic charge list, values in e, 2 entries:
1 C -0.9350
2 C -0.0233

---

Stability comparison, relative energies in hartree: entry one 0.0000; entry two 0.0980